# C67H96Cl7N8O9

A 14-piece molecular cluster, C67H96Cl7N8O9 overall at a distorted geometry (ωB97M-V with the def2-TZVPD basis set, the OMol25 dataset).

```
187
Properties=species:S:1:pos:R:3:lowdin_charge:R:1
C -1.7652 5.8662 3.7024 0.01
N -1.2422 5.6534 2.3581 -0.08
C -2.0660 5.5283 1.2907 0.02
C -1.6242 5.1923 0.0248 0.06
C -0.2569 5.0971 -0.1859 -0.13
C 0.5801 5.1633 0.9268 0.04
C 0.1157 5.4829 2.1981 0.04
C 0.2657 4.8439 -1.5344 -0.16
C 1.1518 3.8068 -1.7300 0.06
C 1.7478 3.6311 -2.9871 0.04
N 1.4263 4.4883 -3.9775 -0.07
C 0.5257 5.4650 -3.8143 -0.04
C -0.0656 5.7066 -2.6070 0.02
C 2.1121 4.3432 -5.2876 0.04
H -1.7378 4.9533 4.2978 0.08
H -2.8122 6.1634 3.6802 0.11
H -1.2024 6.6484 4.2102 0.11
H -3.1107 5.4296 1.5528 0.15
H -2.3350 5.0519 -0.7767 0.13
H 1.6549 5.1982 0.8084 0.14
H 0.7552 5.9008 2.9612 0.15
H 1.4105 3.0691 -0.9756 0.10
H 2.5379 2.9256 -3.2115 0.07
H 0.3870 6.0735 -4.6961 0.13
H -0.7296 6.5589 -2.6055 0.12
H 1.8099 5.1566 -5.9418 0.09
H 1.7882 3.3859 -5.6953 0.08
H 3.1915 4.3279 -5.1496 0.12
C 5.3923 -0.3734 3.8670 0.02
N 4.0491 -0.0508 4.3566 -0.08
C 3.2863 0.7891 3.6566 0.00
C 2.1097 1.2709 4.1568 0.03
C 1.6196 0.7483 5.3563 -0.13
C 2.3874 -0.2207 6.0422 0.05
C 3.6365 -0.5589 5.5142 0.00
C 0.3761 1.2703 5.9310 -0.12
C -0.5310 0.4049 6.5314 0.06
C -1.7669 0.9027 6.9562 0.03
N -1.9689 2.2369 6.9739 -0.06
C -1.0158 3.0843 6.6207 -0.03
C 0.1443 2.6361 6.0894 0.04
C -3.3363 2.7376 7.1628 0.02
H 5.6630 -1.3959 4.1189 0.11
H 6.0932 0.3791 4.2252 0.11
H 5.3801 -0.3351 2.7756 0.11
H 3.6389 1.1783 2.7063 0.14
H 1.5408 1.9420 3.5250 0.11
H 1.9688 -0.6973 6.9160 0.12
H 4.3278 -1.1723 6.0729 0.15
H -0.6008 -0.6747 6.5053 0.12
H -2.6002 0.2457 7.1537 0.12
H -1.1945 4.1495 6.6404 0.15
H 0.8170 3.3562 5.6451 0.14
H -4.1537 2.0613 6.9189 0.11
H -3.4992 3.5465 6.4512 0.09
H -3.5280 3.1144 8.1669 0.11
C -3.1889 2.1029 -1.7518 -0.14
C -1.7916 1.9052 -2.2859 -0.24
C -1.0007 0.6976 -1.8405 -0.21
C -0.7660 0.7869 -0.3264 -0.10
N -0.1557 -0.4809 0.2801 -0.20
C -1.1400 -1.6808 0.2492 -0.06
C -0.7660 -2.4993 1.4900 -0.15
C -0.5104 -1.4821 2.5581 -0.15
C 0.1840 -0.3931 1.7627 -0.09
C 1.0341 -0.7717 -0.6285 0.02
H -3.7305 1.1535 -1.7438 0.08
H -3.8235 2.7763 -2.3317 0.04
H -3.3241 2.5101 -0.7473 0.03
H -1.2515 2.8472 -2.1884 0.08
H -1.9377 1.7465 -3.3578 0.12
H -0.0637 0.6646 -2.3958 0.08
H -1.5112 -0.2348 -2.0867 0.08
H -1.7210 0.8901 0.1955 0.11
H -0.2350 1.6820 -0.0018 0.11
H -1.2530 -2.1639 -0.7189 0.12
H -2.0943 -1.2058 0.4866 0.11
H 0.1258 -3.1241 1.4795 0.08
H -1.6600 -3.0957 1.6830 0.09
H 0.0738 -1.9726 3.3389 0.09
H -1.3842 -1.1158 3.0987 0.09
H 1.2743 -0.4520 1.7318 0.10
H -0.1371 0.6045 2.0600 0.11
H 1.5938 0.1601 -0.5153 0.11
H 0.7208 -1.0141 -1.6410 0.04
H 1.5738 -1.6376 -0.2432 0.10
C 2.5685 -2.8455 2.9791 -0.39
O 3.0571 -1.7096 2.3806 -0.35
H 2.0091 -2.7420 3.9308 0.03
H 1.9230 -3.5110 2.3823 0.02
H 3.4212 -3.4911 3.2490 0.05
C 3.8895 1.4362 -2.8072 -0.42
O 4.0426 2.4870 -1.9499 -0.32
H 2.9104 0.9621 -2.9938 0.03
H 4.2908 1.6899 -3.8029 0.05
H 4.5105 0.5597 -2.5634 0.06
Cl -3.3044 1.7438 3.0908 0.61
O -3.6095 1.8816 1.7012 -0.37
O -4.2744 2.5076 3.8375 -0.37
O -3.3271 0.3250 3.4525 -0.38
O -2.0099 2.3091 3.3619 -0.39
O 2.1405 2.2102 1.0574 -0.42
H 1.3827 2.8178 1.0281 -0.17
Cl -9.5497 4.5748 -0.4172 0.55
C -8.8287 3.1968 -1.3085 -0.64
C -7.6256 2.6523 -0.5482 -0.64
Cl -6.1324 3.6115 -0.8191 0.56
H -8.5561 3.5803 -2.2892 0.06
H -9.5343 2.3751 -1.4216 0.08
H -7.3642 1.6168 -0.7577 0.05
H -7.8313 2.7129 0.5195 0.06
Cl -2.5655 -5.8202 3.5244 0.58
C -2.2234 -4.6751 4.8382 -0.65
C -3.3759 -3.6767 4.8851 -0.69
Cl -3.2484 -2.4522 6.1418 0.58
H -1.2271 -4.2548 4.7122 0.06
H -2.2016 -5.1856 5.8007 0.07
H -4.3074 -4.1821 5.1366 0.07
H -3.5849 -3.1341 3.9642 0.05
Cl -0.3063 -1.7150 -4.0958 0.63
C 0.3644 -2.0973 -5.6884 -0.66
C 1.7488 -1.5361 -5.8688 -0.60
Cl 1.7015 0.2792 -6.1476 0.50
H -0.2140 -1.6307 -6.4849 0.07
H 0.4582 -3.1534 -5.9420 0.09
H 2.1293 -1.9311 -6.8108 0.08
H 2.4954 -1.7515 -5.1079 0.06
C -6.2940 -0.9050 0.7218 -0.09
C -5.0361 -1.7989 0.8884 -0.25
C -5.2914 -3.1838 0.3096 -0.18
C -4.0821 -4.0445 0.2114 -0.21
N -3.1699 -4.7297 0.0646 0.16
H -6.5723 -0.9219 -0.3347 0.07
H -6.0291 0.1398 0.8870 0.06
H -7.1415 -1.2162 1.3297 0.08
H -4.7806 -1.8594 1.9469 0.10
H -4.1966 -1.3661 0.3443 0.09
H -5.5170 -3.0500 -0.7501 0.12
H -6.0780 -3.6616 0.8914 0.13
C 0.3535 -6.7899 0.5098 -0.11
C 1.0856 -5.4304 0.5218 -0.24
C 2.6584 -5.5402 0.4120 -0.16
C 3.0977 -6.3903 -0.7134 -0.22
N 3.4884 -7.1061 -1.5347 0.18
H -0.6914 -6.6494 0.7843 0.05
H 0.8117 -7.4811 1.2195 0.08
H 0.3900 -7.2928 -0.4577 0.07
H 0.8185 -5.1072 1.5265 0.07
H 0.6449 -4.8166 -0.2632 0.10
H 3.0430 -5.9611 1.3427 0.12
H 3.2550 -4.6315 0.3226 0.10
C -3.7359 7.1759 -6.1226 -0.11
C -3.4523 6.1221 -5.0188 -0.24
C -4.0359 6.4989 -3.6231 -0.17
C -5.3046 7.2729 -3.7928 -0.24
N -6.2526 7.9123 -3.8685 0.16
H -3.4373 8.1195 -5.6599 0.07
H -4.7353 7.2663 -6.5390 0.08
H -3.0062 6.9816 -6.9092 0.07
H -2.3830 5.9203 -4.9671 0.08
H -3.9204 5.2190 -5.4144 0.11
H -3.3436 7.0807 -3.0166 0.10
H -4.3466 5.5888 -3.1084 0.09
C 8.6200 -7.9711 -5.1928 -0.06
C 9.3987 -7.4749 -4.1600 -0.07
C 8.9472 -6.5413 -3.2413 0.01
C 7.6255 -6.0711 -3.3586 -0.07
C 6.8108 -6.5791 -4.4075 -0.06
C 7.3074 -7.5361 -5.3111 0.00
C 5.3528 -6.2507 -4.5280 -0.27
O 4.6494 -6.9213 -5.2864 0.09
C 4.8626 -5.0972 -3.7400 -0.10
C 3.5199 -4.6795 -3.8509 -0.01
C 3.0196 -3.6645 -3.0618 -0.09
C 3.8667 -3.0660 -2.1422 -0.06
C 5.1601 -3.5117 -1.9907 0.00
C 5.6588 -4.5788 -2.7294 -0.08
C 7.0478 -5.0888 -2.4365 -0.26
O 7.6609 -4.5945 -1.4942 0.10
H 9.0223 -8.7315 -5.8469 0.11
H 10.4311 -7.7823 -4.0553 0.11
H 9.6461 -6.1631 -2.5102 0.12
H 6.7282 -7.9905 -6.1010 0.12
H 2.8592 -5.2401 -4.4987 0.12
H 1.9871 -3.3565 -3.1006 0.08
H 3.5124 -2.2202 -1.5663 0.10
H 5.7684 -3.1786 -1.1604 0.12
```

The calculation puts the HOMO energy at -7.665 eV. As for the spin multiplicity: 1. The value obtained for the HOMO-LUMO gap is 0.133 Eh. As for the net charge: +1.

# C68H108N9O8

A 10-piece molecular cluster, C68H108N9O8 overall at a distorted geometry (ωB97M-V with the def2-TZVPD basis set, the OMol25 dataset).

```
193
Properties=species:S:1:pos:R:3:lowdin_charge:R:1
C -9.7504 -25.7895 26.6048 -0.08
C -8.8054 -25.7147 25.3878 -0.23
C -9.5682 -25.0456 24.2824 -0.14
N -8.8730 -24.8922 22.9242 -0.26
C -8.4032 -26.1946 22.3995 0.02
C -7.6852 -23.9138 22.9898 -0.07
C -7.8544 -23.0489 21.7978 -0.14
C -8.9690 -23.6594 20.9509 -0.16
C -9.8750 -24.3442 21.9380 -0.10
H -9.4758 -26.3450 27.5080 0.09
H -10.6972 -26.2568 26.3062 0.08
H -9.9806 -24.7753 26.9431 0.08
H -8.5224 -26.7743 25.1220 0.13
H -7.8473 -25.2157 25.6382 0.12
H -9.8872 -24.0106 24.5183 0.15
H -10.4333 -25.6733 24.0578 0.14
H -8.2826 -26.0690 21.3377 0.09
H -9.2296 -26.9126 22.4423 0.13
H -7.5232 -26.4584 22.9307 0.10
H -6.7750 -24.5042 23.0659 0.14
H -7.8820 -23.3620 23.8743 0.12
H -6.9336 -22.8213 21.2367 0.12
H -8.1663 -22.0529 22.1246 0.12
H -8.6282 -24.3891 20.1815 0.12
H -9.5215 -22.9517 20.3463 0.09
H -10.5531 -25.0778 21.4786 0.14
H -10.4298 -23.6363 22.5116 0.13
C -13.9071 -31.4484 17.9162 -0.06
C -12.9438 -30.4851 17.1919 -0.21
C -11.4783 -30.7495 17.6032 -0.09
N -10.3606 -30.0430 16.8099 -0.27
C -10.5609 -30.4758 15.3671 0.05
C -8.9994 -30.4113 17.2565 -0.10
C -8.6546 -29.5431 18.4666 -0.11
C -9.8023 -28.5222 18.4936 -0.14
C -10.3533 -28.5867 17.0815 -0.12
H -13.7977 -31.3188 18.9615 0.07
H -13.6140 -32.4743 17.6389 0.10
H -14.9675 -31.3509 17.6944 0.08
H -13.1635 -29.4500 17.4021 0.10
H -13.0764 -30.5842 16.1034 0.08
H -11.1391 -31.7804 17.5239 0.14
H -11.2545 -30.4626 18.6523 0.13
H -11.4948 -30.1187 15.0127 0.05
H -10.4124 -31.5348 15.3201 0.12
H -9.8326 -29.9228 14.7393 0.10
H -8.3728 -30.1407 16.3802 0.15
H -8.9080 -31.4876 17.3640 0.14
H -7.6997 -29.1077 18.2130 0.11
H -8.6534 -30.1104 19.3890 0.12
H -9.5197 -27.4666 18.5966 0.11
H -10.5528 -28.8016 19.2419 0.11
H -9.6564 -28.2013 16.3347 0.11
H -11.3883 -28.2217 17.0271 0.12
C -15.3698 -30.6484 13.5067 -0.07
C -15.1285 -29.1509 13.2442 -0.22
C -13.6189 -28.8886 13.3068 -0.10
N -13.2529 -27.4133 13.4345 -0.27
C -13.2461 -26.9336 14.8209 0.00
C -14.0919 -26.4805 12.6002 -0.06
C -13.0853 -25.4266 11.9739 -0.11
C -11.7512 -25.7415 12.6158 -0.16
C -11.8423 -27.2263 12.8891 -0.09
H -14.9421 -31.2787 12.6965 0.10
H -16.4337 -30.8631 13.3941 0.09
H -15.0115 -30.8412 14.5258 0.07
H -15.6326 -28.5596 14.0368 0.12
H -15.6105 -28.7867 12.3208 0.12
H -13.1324 -29.2195 12.3964 0.14
H -13.0924 -29.3547 14.1139 0.09
H -12.5949 -27.5378 15.4756 0.09
H -14.2414 -27.0207 15.2822 0.12
H -12.8348 -25.9109 14.8928 0.10
H -14.8421 -26.0484 13.2698 0.13
H -14.5144 -27.0443 11.7728 0.13
H -13.3919 -24.3683 12.0702 0.12
H -12.9219 -25.6180 10.9097 0.12
H -11.5008 -25.1830 13.4952 0.09
H -10.9661 -25.5672 11.8731 0.12
H -11.1836 -27.6149 13.6682 0.12
H -11.7662 -27.7934 11.9979 0.13
C -8.2145 -16.6527 19.9046 0.05
N -9.3785 -17.5124 19.5353 -0.06
C -9.5123 -18.7248 20.1490 0.02
C -10.3405 -19.6725 19.5984 0.05
C -11.1006 -19.3714 18.4757 -0.08
C -10.9175 -18.0819 17.9765 0.01
C -10.0969 -17.1580 18.4481 0.01
C -11.9254 -20.2826 17.5769 -0.12
C -11.3490 -21.4269 17.0452 0.04
C -12.0540 -22.4217 16.4197 0.02
N -13.3823 -22.2408 16.3010 -0.04
C -13.9560 -21.0094 16.5787 0.05
C -13.2628 -20.0045 17.2868 0.06
C -14.3104 -23.3402 15.9560 0.03
H -8.2119 -16.4942 20.9689 0.11
H -8.3283 -15.7253 19.3716 0.10
H -7.3377 -17.2333 19.6495 0.08
H -8.8923 -18.8383 21.0395 0.16
H -10.4500 -20.5771 20.2185 0.14
H -11.5079 -17.8899 17.0776 0.14
H -9.9264 -16.1655 17.9822 0.17
H -10.3052 -21.6548 17.0752 0.13
H -11.6571 -23.4216 16.2329 0.13
H -14.9940 -20.8929 16.4510 0.13
H -13.8087 -19.1356 17.6532 0.14
H -13.8927 -24.2351 16.3811 0.05
H -14.5613 -23.3755 14.8957 0.11
H -15.2214 -23.1930 16.5432 0.11
C -5.8606 -25.9900 18.0406 0.02
N -5.0945 -24.8025 17.5516 -0.04
C -5.3445 -24.3053 16.2968 0.07
C -4.4184 -23.3791 15.8252 0.05
C -3.4004 -22.9377 16.6010 -0.15
C -3.2550 -23.3833 17.8939 0.03
C -4.1223 -24.3217 18.3540 0.00
C -2.2546 -22.1666 15.9943 -0.09
C -0.9798 -22.7154 15.8248 0.07
C 0.0360 -21.9889 15.2274 -0.01
N -0.1056 -20.7176 15.0534 -0.07
C -1.2637 -20.0937 15.3469 -0.01
C -2.3627 -20.7720 15.7562 0.05
C 1.0506 -19.8899 14.5205 0.08
H -6.8937 -25.9791 17.6907 0.06
H -5.8472 -25.9199 19.1169 0.09
H -5.4922 -26.9231 17.5896 0.12
H -6.1750 -24.7806 15.7278 0.14
H -4.6164 -23.0217 14.8111 0.14
H -2.5086 -22.8908 18.5069 0.15
H -4.0141 -24.8496 19.3012 0.15
H -0.8385 -23.7635 16.0835 0.15
H 0.9859 -22.4196 14.8909 0.17
H -1.2994 -18.9730 15.2382 0.17
H -3.2620 -20.1756 16.0552 0.12
H 0.6558 -18.8870 14.4868 0.09
H 1.3548 -20.1700 13.5452 0.10
H 1.9068 -19.9843 15.2054 0.13
C -5.1404 -16.3501 15.1580 0.02
N -5.4340 -17.5658 14.4115 -0.07
C -4.8086 -17.7946 13.2344 0.00
C -5.1303 -18.9080 12.4703 0.02
C -6.1051 -19.8081 12.8742 -0.11
C -6.6736 -19.5983 14.1104 0.05
C -6.3707 -18.4834 14.8930 0.05
C -6.5312 -20.9795 12.0279 -0.10
C -7.0877 -22.0709 12.6377 0.04
C -7.4163 -23.1177 11.8499 0.01
N -7.2077 -23.1050 10.5152 -0.07
C -6.7143 -22.0390 9.8644 0.03
C -6.4151 -20.9683 10.6456 0.04
C -7.5929 -24.2985 9.7711 0.04
H -5.4906 -16.4214 16.1862 0.10
H -5.6804 -15.5397 14.7314 0.10
H -4.0586 -16.0740 15.1498 0.13
H -4.0513 -17.0847 12.8838 0.16
H -4.4256 -19.0201 11.6341 0.14
H -7.3856 -20.2464 14.5976 0.12
H -6.7839 -18.3791 15.9333 0.13
H -7.3298 -22.2224 13.6857 0.09
H -7.8414 -24.0532 12.3261 0.14
H -6.5565 -22.1563 8.7888 0.17
H -6.0709 -20.0438 10.2107 0.13
H -7.9169 -25.0099 10.5004 0.08
H -6.8016 -24.7341 9.1523 0.12
H -8.3863 -24.0830 9.0803 0.11
C -13.3320 -24.7203 19.8875 -0.02
C -12.3609 -24.5537 18.6969 -0.71
O -11.4977 -23.6875 18.9000 -0.07
O -12.5165 -25.1730 17.5645 -0.13
H -12.8846 -25.3454 20.6512 0.05
H -14.3189 -25.1501 19.5316 0.09
H -13.4903 -23.6647 20.1694 0.08
C -7.1248 -26.8813 13.0423 -0.02
C -7.7258 -27.3314 14.3431 -0.73
O -6.9992 -27.1620 15.3525 -0.08
O -8.9024 -27.8223 14.3708 -0.10
H -6.1640 -27.3746 12.8239 0.09
H -6.9088 -25.8034 13.1362 0.05
H -7.8241 -27.0779 12.2477 0.06
C -8.9244 -24.6394 16.4911 -0.01
C -8.6447 -23.6025 15.4309 -0.80
O -9.2317 -23.7436 14.3471 -0.05
O -7.9653 -22.6061 15.7522 -0.08
H -8.0931 -24.7760 17.1732 0.03
H -9.1345 -25.6173 16.0316 0.07
H -9.7628 -24.2491 17.0893 0.06
C -5.3175 -20.2890 19.1815 -0.02
C -5.7999 -19.5721 17.9357 -0.75
O -5.1763 -19.8047 16.8971 -0.06
O -6.7799 -18.8014 18.0697 -0.07
H -4.2455 -20.3303 19.3253 0.07
H -5.5769 -21.3368 19.1007 0.05
H -5.7280 -19.8547 20.1286 0.08
```

The calculation puts the HOMO energy at -16.514 eV. As for the spin multiplicity: 1. The value obtained for the HOMO-LUMO gap is 0.226 Eh. As for the net charge: +5.

M
In order: 1405.7, 1179.7
Unit: g/mol